Entry 1:
Entry from the OMol25 dataset: a structure of composition C18H43F2N6O9S2V at a distorted geometry (ωB97M-V/def2-TZVPD).

- F_max: 11.31 eV Å⁻¹
- Multiplicity: 3
- LUMO level (alpha / beta): -9.81 / -9.27 eV
- Highest occupied orbital energy (alpha / beta): -12.58 / -12.58 eV
- Net charge: +2

Geometry as XYZ:
```
81
Properties=species:S:1:pos:R:3:forces:R:3
H -23.237 8.115 4.159 0.071 -0.050 0.115
C -22.599 7.348 4.597 0.408 -0.274 0.153
O -14.584 -1.341 7.368 -2.291 -0.082 1.111
H -17.307 1.601 6.514 -0.313 0.146 -0.188
C -13.099 7.579 7.038 3.224 -1.449 -1.256
O -16.780 3.656 4.921 -2.884 0.781 -1.142
H -18.057 0.174 5.736 -0.283 0.130 0.070
C -14.867 1.930 1.536 3.376 0.202 1.210
H -24.737 5.055 3.013 0.655 -0.407 0.098
H -23.205 5.337 -0.257 -0.020 -0.141 -0.009
H -13.418 7.506 4.868 -0.204 -0.062 -0.082
C -17.435 0.520 6.561 -0.408 0.747 -0.146
H -15.805 -0.204 4.362 -0.009 -0.283 0.065
H -14.258 8.162 9.300 -0.527 0.467 -0.979
S -18.085 3.328 4.305 4.123 -8.547 6.156
C -12.576 2.107 2.415 0.608 -0.980 0.711
N -13.949 2.513 2.328 -1.940 0.558 -1.023
H -11.857 2.896 2.196 -0.370 0.262 -0.182
C -14.106 7.102 9.096 -1.437 -2.505 3.030
H -22.097 6.294 0.691 0.200 0.049 -0.076
H -15.899 5.788 7.420 -0.444 0.241 0.528
H -12.326 1.256 1.782 -0.278 -0.017 0.063
H -14.008 3.414 4.188 -0.276 0.242 0.048
N -22.907 7.105 5.998 2.219 -2.488 -1.343
C -24.275 5.247 2.044 -1.261 -0.005 -1.053
H -16.455 -0.997 8.277 0.147 -0.285 -0.189
H -12.544 6.149 5.516 0.260 -0.031 -0.050
H -15.245 4.075 3.023 0.150 -0.361 0.250
H -13.142 7.020 9.598 0.436 -0.586 -0.546
H -22.439 5.026 5.923 0.042 0.164 -0.178
C -15.387 6.653 6.997 -0.331 -2.671 -0.165
H -22.767 5.681 7.503 0.087 0.043 0.046
H -12.456 1.841 3.465 0.557 -0.287 -0.031
H -21.570 4.716 0.041 -0.304 -0.174 0.514
C -22.247 5.884 6.567 -1.838 0.283 0.504
H -16.180 6.659 9.825 -0.023 -0.279 -0.494
F -19.235 6.079 2.364 0.279 0.097 -0.182
V -17.988 3.601 0.922 -1.884 0.870 1.136
H -16.968 7.976 6.178 0.292 -0.410 -0.065
H -15.451 1.367 5.044 -0.365 0.160 0.321
H -15.081 5.209 9.711 -0.187 0.092 0.019
H -21.543 7.590 4.473 0.107 0.512 -0.002
N -22.969 4.718 1.741 0.186 1.185 -1.182
H -16.886 7.855 7.939 -0.105 0.087 -0.094
C -14.232 3.697 3.160 0.268 -0.169 -0.902
H -14.341 0.075 5.376 -0.143 -0.423 -0.019
H -17.928 0.335 7.515 0.108 -0.360 -0.098
H -22.677 6.415 4.039 -0.500 -0.003 -0.012
C -22.353 3.788 2.430 1.117 0.472 0.113
C -12.632 7.234 5.573 -2.300 -0.435 -0.019
C -15.750 -0.891 7.439 4.654 -0.589 -0.817
O -19.147 4.491 0.340 3.017 -2.159 0.642
C -16.290 7.901 7.028 0.408 0.365 1.096
H -11.749 7.687 5.124 0.227 0.238 1.065
O -23.742 7.939 7.936 0.544 0.354 -1.582
H -12.162 7.402 7.567 -0.101 0.394 0.615
O -19.204 2.966 5.201 2.182 2.291 -2.626
H -22.882 3.572 3.371 0.263 -0.588 -0.074
O -20.438 5.296 4.198 3.202 -1.178 -0.413
H -15.010 6.406 11.012 0.500 -0.039 -0.086
H -13.534 4.459 2.812 0.026 0.191 0.273
H -24.904 4.814 1.266 -0.624 -0.006 0.211
H -15.265 6.233 5.999 0.756 0.693 -0.254
C -15.400 0.296 5.241 0.491 -0.362 1.044
F -17.676 1.867 3.758 -0.587 0.559 -0.758
H -23.580 8.964 6.143 -0.436 0.228 0.262
S -19.051 5.354 3.758 -4.685 5.997 -2.364
N -16.132 -0.062 6.471 -1.507 1.094 -1.023
N -14.084 6.688 7.725 -0.786 5.046 -1.745
H -21.181 5.907 6.796 0.074 0.689 -0.354
C -23.445 8.051 6.744 -0.917 0.665 2.476
O -18.154 6.267 4.425 0.024 -2.219 -0.191
H -13.359 8.628 7.178 -0.458 -0.117 0.043
C -22.402 5.270 0.477 -0.567 0.169 0.598
N -18.332 3.987 2.924 -1.206 2.327 0.388
H -15.720 8.828 7.095 0.115 -0.014 -0.221
O -15.995 2.376 1.340 -3.312 1.475 -0.847
O -21.240 3.374 2.085 0.166 -0.758 0.448
H -14.452 1.011 1.094 -0.602 0.132 -0.265
C -15.168 6.271 9.942 0.616 0.971 -0.279
H -24.359 6.318 1.864 0.527 0.125 0.178
```
Forces are in eV/Å.

Quick look at the Mulliken charges, all values in e:
1. H 0.468
2. C -0.375
3. O -0.615
4. H -0.001
5. C -0.368
6. O -0.482
7. H 0.262
8. C 0.087
9. H 0.369
10. H 0.399
11. H 0.303
12. C -0.703
13. H 0.308
14. H 0.380
15. S 0.580
16. C -0.856
17. N 0.163
18. H 0.308
19. C -0.329
20. H 0.310
21. H 0.405
22. H 0.311
23. H 0.307
24. N 0.063
25. C -1.080
26. H 0.284
27. H 0.315
28. H -0.138
29. H 0.520
30. H 0.253
31. C -0.599
32. H 0.365
33. H 0.346
34. H 0.210
35. C -0.796
36. H 0.284
37. F -0.338
38. V 1.521
39. H 0.362
40. H -0.057
41. H 0.346
42. H 0.232
43. N 0.193
44. H 0.320
45. C -0.712
46. H 0.378
47. H 0.343
48. H -0.276
49. C 0.032
50. C -1.348
51. C 0.263
52. O -0.365
53. C -1.034
54. H 0.445
55. O -0.587
56. H 0.481
57. O -0.527
58. H 0.369
59. O -0.268
60. H 0.426
61. H 0.526
62. H 0.410
63. H 0.191
64. C -0.569
65. F -0.389
66. H 0.307
67. S 0.542
68. N 0.111
69. N 0.429
70. H 0.205
71. C 0.159
72. O -0.468
73. H 0.416
74. C -0.958
75. N 0.907
76. H 0.297
77. O -0.457
78. O -0.591
79. H 0.354
80. C -1.243
81. H 0.368

=====

Entry 2:
Entry from the OMol25 dataset: a structure of composition C36H37BeNOP2 at a distorted geometry (ωB97M-V/def2-TZVPD).

- F_max: 2.18 eV Å⁻¹
- LUMO level: 0.10 eV
- Highest occupied orbital energy: -7.90 eV

Geometry as XYZ:
```
78
Properties=species:S:1:pos:R:3:forces:R:3
P 1.968 0.524 -2.196 0.728 0.324 -0.886
C -1.418 -2.720 -4.139 -0.037 -0.339 -0.003
H -2.696 -3.384 -5.755 0.279 -0.021 0.174
H -2.518 1.191 7.189 0.367 -0.449 -0.280
C 3.323 2.195 -4.141 -0.109 -0.101 -0.072
Be 2.215 -1.166 2.825 0.445 0.197 1.257
H 1.186 -4.487 -2.832 -0.302 0.003 -0.205
H 1.815 -0.791 -4.809 0.200 0.161 -0.035
H -0.160 2.794 4.150 0.402 -0.238 -0.235
H -2.946 0.757 2.113 -0.151 0.240 0.001
C -2.992 -3.654 0.365 -0.091 0.043 0.063
H 0.643 5.043 -0.477 0.141 -0.168 0.035
H -3.417 -3.344 2.471 0.210 0.016 -0.316
C -1.834 2.269 3.015 1.227 -1.077 0.080
C -1.933 0.977 6.271 0.972 1.087 -0.167
H -2.790 2.833 5.490 0.605 -0.146 -0.114
H -1.181 2.979 6.191 -0.307 -0.252 -0.282
C 2.807 0.455 -6.264 -0.027 0.144 0.117
C 2.157 2.103 -1.282 0.065 0.002 0.242
H 4.287 -0.198 2.769 -0.350 0.242 0.039
H -3.848 -4.314 0.200 0.272 0.222 0.080
H -2.110 -1.156 5.950 -0.459 0.189 -0.205
C 0.207 0.605 -2.628 -1.101 -1.048 0.197
H 2.595 -0.218 -7.096 0.041 0.150 0.246
H 3.495 2.905 -3.326 -0.003 -0.283 -0.273
H -1.499 -1.829 2.818 -0.049 -0.010 -0.250
C -3.447 -0.171 4.633 0.042 -0.217 0.194
H 2.772 5.346 0.788 -0.094 -0.289 -0.215
H -1.293 2.498 2.086 -0.222 -0.024 0.280
C 2.384 0.126 -4.975 0.137 0.319 0.185
C -0.372 -3.050 -3.264 0.243 -0.245 0.004
C -3.155 1.604 2.790 -0.364 0.160 -0.377
P 0.169 -2.014 -1.804 -0.435 -0.739 -0.361
C -2.483 -0.203 5.551 -0.579 -0.185 0.152
C -1.803 2.340 5.535 0.016 -0.254 0.187
H -1.690 -0.413 -2.380 0.343 0.153 -0.322
H -4.182 1.832 4.699 -0.133 0.056 -0.170
H -2.354 -3.745 -1.698 0.122 0.000 0.277
C 3.478 1.660 -6.501 0.046 -0.031 0.280
C -0.838 -1.923 0.765 -0.175 -0.492 -0.191
C 1.168 3.092 -1.225 0.493 0.260 0.220
C 3.739 2.524 -5.436 -0.107 -0.134 0.001
H 2.927 0.859 3.370 0.364 -0.390 -0.347
N 1.823 -1.833 4.162 -0.223 0.554 1.224
C -1.847 -3.628 -5.115 0.252 -0.009 0.107
C -3.984 1.063 3.954 -0.585 -0.247 0.231
H 3.204 0.653 1.627 0.165 -0.003 0.184
C 1.928 -1.224 5.219 -0.186 0.142 -0.029
C 2.642 0.993 -3.892 -0.217 0.219 -0.066
H -3.993 -1.087 4.411 0.510 -0.114 -0.349
C 3.352 2.263 -0.549 -0.491 0.195 -0.294
H -3.811 2.295 2.240 0.170 -0.128 -0.103
H -1.922 -1.758 -4.063 0.052 -0.249 0.054
H 3.795 1.925 -7.511 -0.096 -0.096 0.277
H 0.220 2.970 -1.743 0.257 0.074 0.112
C 3.250 0.133 2.589 -0.208 0.340 -0.821
H 4.248 3.476 -5.612 -0.152 -0.341 0.055
C 1.402 4.263 -0.496 0.063 -0.060 0.107
C -1.045 -2.510 -0.501 -0.164 0.394 -0.045
C -1.130 2.324 4.154 -1.594 1.425 0.450
H -1.536 -5.580 -5.999 0.068 0.228 0.112
C 2.594 4.436 0.209 0.109 -0.275 -0.135
H 0.449 -6.104 -4.580 -0.234 0.335 -0.010
H -0.902 0.733 6.539 -0.078 -0.129 0.475
H 4.098 1.463 -0.560 -0.217 0.292 -0.002
C -0.595 -0.456 -2.334 0.706 1.428 0.034
C -2.759 -3.112 1.629 0.215 0.048 -0.104
C -1.195 -4.853 -5.263 0.297 -0.062 0.322
C 3.567 3.428 0.181 -0.070 0.096 0.024
H -0.173 1.515 -3.109 -0.104 -0.347 0.277
C 0.326 -4.259 -3.470 -0.422 0.200 0.000
C -0.089 -5.160 -4.455 -0.099 0.237 0.037
C -2.146 -3.349 -0.704 0.147 0.119 0.313
H -0.024 -1.202 0.906 -0.154 -0.240 -0.065
O 2.011 -0.628 6.243 -0.133 -1.104 -1.523
C -1.673 -2.249 1.827 -0.253 0.011 0.085
H -4.960 0.782 3.523 0.258 0.207 0.170
H 4.497 3.543 0.739 -0.253 0.023 -0.106
```
Forces are in eV/Å.

Quick look at the Mulliken charges, all values in e:
1. P 0.107
2. C -0.007
3. H 0.376
4. H 0.285
5. C -0.267
6. Be 0.018
7. H 0.358
8. H 0.346
9. H 0.410
10. H 0.144
11. C -0.649
12. H 0.409
13. H 0.379
14. C -0.559
15. C -0.434
16. H 0.347
17. H 0.425
18. C -0.663
19. C 0.574
20. H 0.246
21. H 0.367
22. H 0.395
23. C -0.890
24. H 0.385
25. H 0.251
26. H 0.463
27. C -0.139
28. H 0.383
29. H 0.460
30. C -0.262
31. C 0.478
32. C -0.275
33. P 0.029
34. C -0.621
35. C -0.870
36. H 0.811
37. H 0.338
38. H 0.296
39. C -0.405
40. C -0.429
41. C -0.042
42. C -0.634
43. H 0.095
44. N -0.210
45. C -0.582
46. C -0.977
47. H -0.863
48. C 0.679
49. C 0.232
50. H 0.457
51. C -0.650
52. H 0.373
53. H 0.306
54. H 0.350
55. H 0.274
56. C 0.592
57. H 0.367
58. C -0.656
59. C 0.311
60. C -0.393
61. H 0.364
62. C -0.526
63. H 0.360
64. H 0.265
65. H 0.461
66. C -0.587
67. C -0.610
68. C -0.446
69. C -0.491
70. H 0.718
71. C -0.532
72. C -0.552
73. C -0.234
74. H 0.260
75. O -0.516
76. C -0.360
77. H 0.382
78. H 0.408